1.
Here is a 3-piece molecular cluster, C6H16O2 overall at a distorted geometry from the Open Molecules 2025 dataset. Energies are from wB97M-V/def2-TZVPD.

Output
HOMO energy   -0.33671 hartree
LUMO level   0.792 eV
SMILES   C/C=C/CCC.O.O

Structure (ORCA input):
```
! RIJCOSX wB97M-V def2-TZVPD def2/J DEFGRID3
* xyz 0 1
C 0.057 -1.135 -2.405
C -1.123 -0.691 -1.428
C -1.522 -1.518 -0.203
C -0.799 -0.910 0.954
C -0.356 -1.472 2.090
C 0.396 -0.700 3.020
H -0.058 -0.971 -3.464
H 0.175 -2.293 -2.377
H 0.891 -0.569 -2.051
H -1.871 -0.636 -2.195
H -0.946 0.328 -1.130
H -1.030 -2.627 -0.259
H -2.554 -1.594 -0.235
H -0.690 0.241 0.948
H -0.403 -2.523 2.158
H 0.007 0.239 3.469
H 1.350 -0.332 2.570
H 0.622 -1.377 3.793
H -1.752 1.735 1.255
H -1.381 1.185 2.634
O -1.345 1.990 2.094
H 3.221 3.264 -2.879
H 4.428 3.851 -3.479
O 3.855 3.089 -3.461
*
```

2.
Here is one molecule with the formula C8H8O3 at a distorted geometry from the Open Molecules 2025 dataset. Energies are from wB97M-V/def2-TZVPD.

Output
HOMO energy   -0.33978 hartree
LUMO level   0.230 eV
SMILES   O=C(O)COc1ccccc1

Structure (ORCA input):
```
! RIJCOSX wB97M-V def2-TZVPD def2/J DEFGRID3
* xyz 0 1
C -2.913 -0.081 0.014
C -1.466 -0.629 -0.160
C 0.827 0.144 0.001
C 1.364 -1.071 -0.262
C 2.667 -1.258 -0.201
C 3.542 -0.186 -0.035
C 2.963 1.151 0.289
C 1.619 1.160 0.314
H -2.168 1.228 -1.223
H -1.443 -1.290 -0.915
H -1.137 -1.502 0.666
H 0.688 -1.785 -0.429
H 2.940 -2.103 -0.020
H 4.566 -0.275 -0.053
H 3.871 1.875 0.441
H 1.114 2.284 0.268
O -3.205 0.898 -0.719
O -3.722 -0.551 0.880
O -0.578 0.427 0.027
*
```

3.
Here is C39H36AsCl2N4O11S2SiW as an isolated structure at a distorted geometry from the Open Molecules 2025 dataset. Energies are from wB97M-V/def2-TZVPD.

Output
HOMO energy   -0.37809 hartree
LUMO level   -4.974 eV

Structure (ORCA input):
```
! RIJCOSX wB97M-V def2-TZVPD def2/J DEFGRID3
* xyz 1 1
W 0.353 -0.083 0.692
Cl -3.977 0.234 -0.127
C -3.050 1.282 -1.122
C -3.704 2.275 -1.876
C -2.982 3.106 -2.682
Cl -3.817 4.282 -3.626
C -1.565 3.024 -2.755
C -0.749 3.874 -3.536
C 0.606 3.715 -3.497
C 1.155 2.702 -2.680
N 0.430 1.888 -1.958
C -0.911 2.040 -1.987
C -1.688 1.156 -1.184
O -1.045 0.207 -0.478
H -4.780 2.358 -1.821
H -1.208 4.647 -4.138
H 1.261 4.359 -4.068
H 2.230 2.557 -2.626
O 1.126 -2.334 0.466
As 2.279 -1.978 1.827
O 2.128 -3.090 2.976
O 1.667 -0.350 2.116
C 3.992 -1.881 0.987
C 4.874 -2.869 1.397
C 6.114 -2.984 0.776
C 6.457 -2.133 -0.257
C 5.580 -1.131 -0.665
C 4.359 -1.003 -0.037
S 3.383 0.425 -0.395
O 3.511 1.272 0.747
O 3.672 0.949 -1.688
O 1.951 -0.241 -0.444
H 0.683 -3.174 0.675
H 4.582 -3.553 2.184
H 6.804 -3.751 1.103
H 7.412 -2.239 -0.753
H 5.843 -0.447 -1.461
C 0.201 0.707 4.383
Si -0.881 -0.675 3.701
C -2.622 -0.048 4.000
C -0.438 -2.180 4.717
N -0.751 -1.176 1.907
C -1.687 -2.142 1.423
C -1.714 -2.534 0.076
C -2.606 -3.494 -0.379
C -3.507 -4.092 0.483
C -3.469 -3.742 1.825
C -2.568 -2.802 2.293
H 0.701 0.297 5.265
H -0.445 1.523 4.712
H 0.984 1.125 3.758
H -2.738 0.065 5.082
H -3.440 -0.668 3.640
H -2.728 0.938 3.547
H -0.921 -2.076 5.694
H 0.641 -2.210 4.874
H -0.719 -3.142 4.295
H -1.034 -2.128 -0.659
H -2.576 -3.776 -1.424
H -4.212 -4.830 0.125
H -4.138 -4.219 2.530
H -2.562 -2.599 3.350
O -0.901 1.392 1.775
C -0.002 2.266 1.588
O 0.876 1.852 0.725
C 0.109 3.530 2.256
C 1.302 4.243 2.135
C 1.478 5.446 2.810
C 0.422 5.878 3.580
O 0.351 7.003 4.312
C -0.923 6.990 4.975
O -1.624 5.833 4.518
C -0.771 5.161 3.701
C -0.965 3.978 3.057
H 2.098 3.834 1.527
H 2.395 6.013 2.743
H -1.476 7.887 4.703
H -0.764 6.922 6.052
H -1.882 3.412 3.144
N -0.014 -0.427 -5.061
C -0.602 -1.236 -4.166
S 0.274 -2.004 -2.963
N -1.940 -1.442 -4.261
C -2.903 -0.905 -5.146
C -2.635 -0.614 -6.480
C -3.640 -0.092 -7.286
C -4.915 0.115 -6.786
C -5.191 -0.224 -5.468
C -4.194 -0.727 -4.652
H 0.956 -0.226 -4.894
H -0.549 0.209 -5.631
H -2.297 -2.002 -3.502
H -1.675 -0.850 -6.918
H -3.422 0.126 -8.323
H -5.692 0.515 -7.422
H -6.190 -0.093 -5.071
H -4.411 -0.994 -3.624
*
```

4.
Here is a 2-piece molecular cluster, C5H10O2 overall at a distorted geometry from the Open Molecules 2025 dataset. Energies are from wB97M-V/def2-TZVPD.

Output
HOMO energy   -0.33428 hartree
LUMO level   0.960 eV
SMILES   C/C=C/CC=O.O

Structure (ORCA input):
```
! RIJCOSX wB97M-V def2-TZVPD def2/J DEFGRID3
* xyz 0 1
C -2.523 -0.292 -0.110
C -1.195 0.301 -0.487
C -0.115 0.210 0.299
O 0.631 -1.681 -0.808
C 1.142 1.008 0.092
C 2.424 0.324 0.514
O 3.379 0.180 -0.212
H -3.140 -0.589 -0.964
H -2.409 -1.166 0.542
H -3.080 0.468 0.449
H -0.135 -1.125 -1.106
H -1.152 0.967 -1.349
H -0.129 -0.432 1.180
H 1.413 -1.358 -1.272
H 1.012 1.893 0.730
H 1.256 1.347 -0.944
H 2.458 -0.030 1.567
*
```

5.
Here is a 2-piece molecular cluster, H2NO2S overall at a distorted geometry from the Open Molecules 2025 dataset. Energies are from wB97M-V/def2-TZVPD.

Output
HOMO energy   -0.11379 hartree
LUMO level   4.079 eV

Structure (ORCA input):
```
! RIJCOSX wB97M-V def2-TZVPD def2/J DEFGRID3
* xyz -1 1
N -2.331 0.064 0.395
O -2.384 0.710 -0.669
O -3.124 -0.760 0.811
S 0.758 0.433 0.516
H 0.925 0.366 1.826
H -1.453 0.000 0.907
*
```

6.
Here is C25H50BNbO7P as an isolated structure at a distorted geometry from the Open Molecules 2025 dataset. Energies are from wB97M-V/def2-TZVPD.

Output
HOMO energy   -0.16809 hartree
LUMO level   2.537 eV

Structure (ORCA input):
```
! RIJCOSX wB97M-V def2-TZVPD def2/J DEFGRID3
* xyz -1 1
C -5.060 0.154 -1.230
C -4.524 -1.284 -1.270
C -3.833 -1.674 0.033
O -3.072 -0.618 0.563
C -1.643 -0.759 0.533
Nb -0.610 1.197 -0.093
C -1.177 1.114 -2.252
C -0.448 0.137 -3.203
C -0.738 -1.350 -2.931
C 0.413 -2.090 -2.265
C 0.394 -3.610 -2.389
C 1.572 -4.225 -1.595
C 1.178 -4.832 -0.243
C 0.335 -3.897 0.617
C 0.328 -4.263 2.117
C 1.052 -3.210 2.952
O 1.775 -3.846 4.000
C 2.248 -2.939 4.964
C 1.524 0.438 -0.104
C 2.713 1.248 0.424
C 3.181 2.396 -0.436
C 2.693 2.646 -1.717
C 3.191 3.691 -2.482
C 4.173 4.530 -1.973
C 4.662 4.301 -0.693
C 4.172 3.244 0.058
B -2.460 2.595 0.404
O -3.303 2.385 1.464
O -2.753 3.628 -0.482
C -1.936 4.788 -0.458
C -1.585 5.294 0.928
P -0.176 1.618 2.489
O -1.373 1.574 3.379
O 0.861 0.431 3.053
O 0.720 2.965 2.822
H -6.025 0.215 -1.736
H -5.202 0.506 -0.211
H -4.403 0.850 -1.747
H -5.370 -1.954 -1.433
H -3.859 -1.404 -2.126
H -3.221 -2.573 -0.088
H -4.622 -1.889 0.763
H -1.320 -1.609 -0.075
H -1.317 -0.998 1.558
H 0.194 2.833 -0.359
H -2.250 0.893 -2.306
H -1.078 2.127 -2.656
H -0.817 0.341 -4.215
H 0.627 0.321 -3.263
H -0.961 -1.858 -3.874
H -1.651 -1.405 -2.336
H 0.456 -1.852 -1.206
H 1.349 -1.727 -2.699
H -0.534 -4.003 -1.970
H 0.485 -3.892 -3.439
H 2.278 -3.419 -1.375
H 2.125 -4.946 -2.198
H 2.105 -5.045 0.300
H 0.689 -5.801 -0.373
H 0.692 -2.874 0.531
H -0.695 -3.935 0.265
H -0.713 -4.254 2.438
H 0.776 -5.237 2.304
H 0.354 -2.486 3.377
H 1.761 -2.643 2.335
H 1.565 -2.097 5.099
H 2.339 -3.465 5.913
H 3.236 -2.548 4.697
H 1.460 -0.449 0.540
H 1.807 0.099 -1.104
H 3.583 0.578 0.485
H 2.539 1.602 1.437
H 1.914 2.020 -2.125
H 2.806 3.854 -3.479
H 4.544 5.357 -2.564
H 5.416 4.959 -0.282
H 4.565 3.088 1.055
H -2.912 2.684 2.295
H -2.500 5.565 -0.978
H -1.015 4.625 -1.022
H -0.730 4.771 1.356
H -2.441 5.268 1.601
H -1.292 6.343 0.838
H 1.701 0.792 3.348
H 1.072 2.895 3.719
*
```

7.
Here is an isolated ion of composition C5H6NO and charge +1 at a distorted geometry from the Open Molecules 2025 dataset. Energies are from wB97M-V/def2-TZVPD.

Output
HOMO energy (spin up / spin down)   -0.49288 / -0.49290 hartree
LUMO level (spin up / spin down)   -6.402 / -6.402 eV

Structure (ORCA input):
```
! RIJCOSX wB97M-V def2-TZVPD def2/J DEFGRID3
* xyz 1 1
C 0.324 2.025 -0.017
C 0.873 0.927 -0.032
C 1.626 -0.377 -0.363
C -0.953 -0.852 0.016
C 0.420 -0.509 0.473
N -1.964 0.100 0.373
O -3.039 -0.041 -0.029
H -0.110 3.034 0.203
H 1.614 -0.590 -1.422
H 2.720 -0.335 0.004
H -0.863 -0.861 -1.055
H -1.366 -1.936 0.300
H 0.718 -0.584 1.549
*
```

8.
Here is a 2-piece molecular cluster, C2H8N3 overall at a distorted geometry from the Open Molecules 2025 dataset. Energies are from wB97M-V/def2-TZVPD.

Output
HOMO energy   -0.47615 hartree
LUMO level   -3.859 eV

Structure (ORCA input):
```
! RIJCOSX wB97M-V def2-TZVPD def2/J DEFGRID3
* xyz 1 1
C -0.361 0.233 -1.686
C -0.409 -0.459 1.229
N 0.218 0.815 -0.544
N -0.231 0.332 2.246
N 1.020 -0.132 -1.302
H -1.163 -0.641 -1.617
H -0.407 1.001 -2.571
H 0.202 -1.268 1.137
H -1.268 -0.328 0.639
H 0.502 0.186 2.854
H -0.930 1.115 2.358
H 1.063 -1.104 -0.877
H 1.764 0.251 -1.864
*
```

The evaluated ΔE to the lowest compared entry with this formula, charge and spin for the records listed, in turn: 2.624; 5.420; 2.939; 2.590; 2.267; 0.000; 7.450; 5.395 eV.